No. 1
48
Properties=species:S:1:pos:R:3:forces:R:3 method="wB97M-V/def2-TZVPD" charge=0 s2=8.885 spin_multiplicity=6 homo_lumo_gap_ev="4.09 / 5.75"
C -2.3399 -1.5422 1.6807 0.0 0.8 -0.9
C -1.8382 -0.7688 2.9131 -1.7 0.5 -1.4
C -0.6034 -0.0289 2.6874 0.8 1.3 0.4
Fe 1.1605 0.2271 1.2312 -5.1 1.9 3.6
C 1.2432 2.0512 1.4763 -1.4 5.9 0.6
O 0.8442 3.1415 1.6037 1.3 -3.0 -0.3
C -0.2647 0.2815 0.0458 -5.2 2.1 -3.8
O -1.1652 0.6765 -0.5874 2.8 -1.5 2.0
C 2.9408 -0.3207 2.0360 1.8 -0.5 -0.3
C 3.0400 0.1613 0.6655 2.4 -1.4 -0.1
C 2.2393 -0.6860 -0.1473 1.9 -2.2 -0.6
C 1.6378 -1.6899 0.7069 1.8 -1.6 -0.6
C 2.0871 -1.4565 2.0465 0.9 -1.0 -0.6
H -3.1552 -2.2632 1.8440 0.5 0.2 0.3
H -2.7881 -0.7799 0.9768 0.5 -0.8 0.5
H -1.4736 -2.0392 1.1166 -1.1 0.6 0.9
H -2.0066 -1.2640 3.8486 0.5 -0.5 0.3
H -0.7540 1.0148 2.3092 -0.3 -0.5 0.4
H 0.0307 0.0300 3.5832 0.1 0.0 -0.2
H 3.5075 0.0762 2.8719 -0.3 0.0 -0.2
H 3.7013 0.9586 0.3283 -0.4 -0.2 0.1
H 2.1845 -0.6798 -1.2265 -0.2 0.2 0.1
H 1.0565 -2.5534 0.3688 0.1 0.6 0.2
H 1.8749 -2.1018 2.8980 -0.2 0.4 -0.2
C -4.6196 3.1059 3.9848 0.2 0.1 0.2
S -3.0597 2.2362 3.5526 0.3 1.2 0.4
C -2.1641 2.3845 5.1441 0.0 0.3 -0.2
C -3.3928 0.5476 3.4783 1.0 -3.2 2.0
C -4.6420 0.1523 2.8913 -0.4 0.6 -0.8
C -5.3003 -1.0251 3.3301 -0.7 -0.2 -0.4
C -6.3664 -1.5614 2.6191 0.9 0.1 0.3
C -6.7523 -0.9422 1.4047 -0.4 -0.4 -0.3
N -7.6347 -1.6201 0.5355 -0.6 0.5 0.1
O -7.9715 -1.0406 -0.5246 0.3 -0.3 0.3
O -8.1066 -2.7330 0.8667 0.5 0.5 0.0
C -6.2274 0.3264 1.0341 0.5 0.3 0.3
C -5.1822 0.8634 1.7669 -0.4 -0.6 -0.2
H -5.3396 3.0052 3.1719 0.3 -0.2 0.1
H -5.0638 2.7289 4.9177 0.3 0.0 -0.3
H -4.3477 4.1650 4.0624 0.0 -0.2 0.1
H -1.2516 1.7813 5.0936 -0.3 0.0 -0.2
H -1.8613 3.4344 5.2500 -0.2 -0.2 0.0
H -2.7994 2.0698 5.9866 0.1 0.1 -0.5
H -3.2001 0.1314 4.5223 -0.8 0.7 -1.1
H -4.9558 -1.5081 4.2430 -0.1 0.0 -0.1
H -6.8566 -2.4804 2.9495 0.1 0.4 -0.2
H -6.6317 0.8443 0.1673 0.1 -0.2 0.2
H -4.7467 1.8269 1.4589 -0.2 -0.5 0.0

=====

No. 2
50
Properties=species:S:1:pos:R:3:forces:R:3 method="wB97M-V/def2-TZVPD" charge=0 de_lowest_kj_mol=131.4 smiles="CC(C)(C)OC(=O)N1[C@@H](C(=O)ON2C(=O)CCC2=O)CS[C@@H]1c1ccccc1" homo_lumo_gap_ev=9.33
O 0.9534 -1.3196 1.3500 -0.2 0.6 -1.7
O -3.9544 2.8752 -0.7516 0.1 -0.7 -0.2
O -3.1520 -1.5123 -1.6940 -1.0 3.0 0.5
O -1.1258 1.6342 -2.5854 0.0 -1.1 3.8
O -1.9257 0.9167 -0.4968 -0.7 0.0 -1.5
O 0.7254 -1.1951 -0.9568 0.3 2.6 1.3
S 0.2361 3.1225 1.1592 -0.8 0.2 1.2
C 0.8320 -0.6667 0.3110 0.2 -1.5 1.8
C -4.1284 1.7628 -1.2055 -0.2 4.3 0.9
C -3.7133 -0.4045 -1.6278 1.6 -4.1 -1.2
C -0.9243 1.3341 -1.3999 -0.2 1.1 -3.6
C 4.0482 1.2349 4.4031 -1.0 0.3 -1.1
C 2.7769 0.8079 4.8008 0.5 -0.2 -0.1
C 4.2076 1.7499 3.1138 -0.3 0.0 -0.5
C 1.7190 0.8326 3.9134 -0.5 0.4 -1.3
C 3.1277 1.7730 2.1974 -0.1 -0.2 0.8
C 1.8627 1.3183 2.5739 -0.4 -0.5 1.4
N -3.2035 0.7765 -1.1299 1.4 -1.4 0.1
N 0.7755 0.7049 0.3965 0.0 0.3 -3.0
C 0.6021 1.3712 1.6647 1.4 0.6 -0.1
C 2.3426 -3.0151 -0.8945 0.6 -0.7 0.5
C -0.1222 -3.3646 -0.4567 -1.2 -1.1 1.6
C 0.6271 -2.7657 -2.6779 -0.3 0.1 0.1
C 0.7723 2.9705 -0.5328 0.9 -0.2 0.3
C -5.3703 1.3562 -1.9420 0.8 -1.6 0.0
C -5.1243 -0.1634 -2.1441 0.0 1.1 0.6
C 0.5265 1.4983 -0.8368 -0.2 -1.1 -0.1
C 0.9191 -2.5834 -1.1822 0.1 -1.5 -1.4
H 4.8627 1.1758 5.0851 0.5 0.1 0.4
H 2.6586 0.4137 5.8076 -0.2 0.1 -0.2
H 5.1684 2.1665 2.7789 -0.4 -0.4 0.2
H 0.7352 0.4644 4.2161 0.3 0.1 0.0
H 3.2792 2.1743 1.2087 0.1 0.1 -0.2
H -0.2758 0.9470 2.1353 -0.1 0.1 0.5
H 3.1051 -2.4325 -1.4002 -0.1 0.4 -0.2
H 2.5695 -2.9875 0.1655 -0.1 0.2 0.3
H 2.5559 -4.0562 -1.1887 -0.5 0.3 -0.1
H -1.0847 -2.8106 -0.4741 0.6 -0.1 0.3
H 0.2002 -3.6173 0.5718 -0.4 0.5 -0.3
H -0.3972 -4.3455 -0.8758 0.6 0.3 -0.4
H 0.7181 -3.8316 -2.9393 0.1 0.4 0.1
H -0.4153 -2.4626 -2.8804 0.5 0.0 0.0
H 1.3355 -2.1746 -3.2524 -0.1 0.0 -0.3
H 0.2506 3.6648 -1.2032 -0.1 -0.4 0.3
H 1.8473 3.2227 -0.5541 -0.4 -0.3 -0.3
H -6.2440 1.6218 -1.3618 -0.1 0.0 0.0
H -5.3908 1.8449 -2.9018 0.0 0.5 -0.2
H -5.7608 -0.7243 -1.4837 -0.4 -0.5 0.1
H -5.2621 -0.4726 -3.1751 0.2 -0.3 0.1
H 1.2346 1.1698 -1.6473 -1.0 0.1 0.7

=====

No. 3
47
Properties=species:S:1:pos:R:3:forces:R:3 method="wB97M-V/def2-TZVPD" charge=0 de_lowest_kj_mol=266.3 smiles=COCCN(CCOC)c1cc(C)c(C#N)c2nc3ccccc3n12 homo_lumo_gap_ev=7.75
C -4.0124 -0.8759 1.2377 -0.1 0.0 0.0
H -4.5021 -0.6066 2.1811 0.0 0.0 0.0
O -2.6781 -1.2689 1.4579 0.1 -0.1 -0.1
C -1.8938 -0.3305 2.1569 0.1 0.3 0.0
C -1.4896 0.9106 1.3545 -0.1 -0.1 0.5
N -0.4300 0.7701 0.3647 0.1 -0.2 0.0
C 0.4149 -0.3260 0.2540 -0.5 -0.4 0.0
C 0.0245 -1.6402 0.1980 0.0 0.5 0.0
C 0.9385 -2.6911 -0.0142 0.7 0.0 -0.1
C 2.2723 -2.3958 -0.2207 -1.1 0.3 0.2
C 3.2279 -3.3966 -0.4855 0.4 -0.4 -0.1
N 3.9768 -4.2385 -0.7018 0.2 -0.2 -0.1
C 2.7029 -1.0464 -0.1516 0.2 0.4 0.0
N 3.9140 -0.5757 -0.2752 0.2 -0.6 -0.1
C 3.8169 0.7636 -0.0483 -0.8 0.2 0.1
C 4.8226 1.7268 -0.0290 -0.1 0.0 0.0
C 4.4697 3.0194 0.2861 0.2 0.0 0.0
C 3.1502 3.3617 0.5925 -0.1 0.1 0.0
C 2.1351 2.4276 0.5701 -0.2 0.1 0.0
C 2.4713 1.1258 0.2255 0.8 0.5 0.0
N 1.7512 -0.0478 0.1293 0.3 -0.6 -0.1
H 1.1267 2.7017 0.8326 -0.1 0.0 0.0
H 2.9199 4.3824 0.8593 0.0 0.1 0.0
H 5.2275 3.7885 0.3119 0.1 0.1 0.0
H 5.8404 1.4466 -0.2454 0.1 0.0 0.0
C 0.4232 -4.0929 -0.0685 0.1 0.0 0.0
H -0.2084 -4.2237 -0.9474 0.0 0.0 0.0
H 1.2394 -4.8089 -0.1187 0.0 -0.1 0.0
H -0.1868 -4.3011 0.8092 0.0 0.0 0.0
H -1.0210 -1.8808 0.2918 -0.1 0.1 0.0
C -0.5891 1.5583 -0.8402 -0.3 -0.2 -0.5
H -0.9250 2.5623 -0.5700 0.1 0.0 0.0
H 0.3775 1.6372 -1.3424 0.0 0.1 0.0
C -1.5970 0.9596 -1.8321 0.3 0.1 0.0
O -2.9119 1.2445 -1.4074 0.1 0.1 0.2
C -3.8876 0.7766 -2.3038 0.0 -0.1 -0.1
H -4.8541 1.0713 -1.8996 0.0 0.0 -0.1
H -3.7565 1.2226 -3.2969 0.0 0.0 0.0
H -3.8468 -0.3153 -2.4000 0.0 0.0 0.0
H -1.4282 1.3957 -2.8288 0.0 0.0 0.1
H -1.4485 -0.1290 -1.9043 0.0 0.1 0.0
H -1.1557 1.6627 2.0864 -0.2 -0.1 0.0
H -2.3730 1.3031 0.8470 0.1 0.0 0.1
H -1.0074 -0.8739 2.4933 -0.1 0.1 0.1
H -2.4442 0.0181 3.0435 0.1 0.0 -0.1
H -4.0820 -0.0323 0.5447 0.0 0.0 0.0
H -4.5143 -1.7390 0.8042 -0.1 0.1 0.0

=====

No. 4
47
Properties=species:S:1:pos:R:3:forces:R:3 method="wB97M-V/def2-TZVPD" charge=0 de_lowest_kj_mol=192.2 smiles=C[C@@H](Nc1ncc(C#N)c(OC[C@H]2CCCCO2)n1)c1ccccc1 homo_lumo_gap_ev=9.44
N 1.1182 -5.3103 0.5028 0.1 1.1 0.2
C 1.0430 -4.2007 0.8288 -0.2 -1.4 -0.3
N 0.7002 -1.3965 3.1586 0.5 -2.3 1.9
N 0.4708 -0.5862 0.9951 0.4 -1.0 -3.1
O 0.6097 -2.0008 -0.9040 0.7 1.0 1.5
O 1.4309 0.1627 -3.7849 -0.1 -0.2 0.6
C 0.5607 -0.4502 2.2955 -0.7 1.4 -1.1
C 0.8403 -2.6168 2.6754 -0.1 0.3 0.4
C 0.6581 -1.7941 0.4552 -0.4 1.1 -0.2
C -3.6303 2.6754 4.8883 0.2 0.5 1.1
C -2.4583 3.4198 4.9337 -0.1 0.5 -0.6
C -3.7343 1.6398 3.9969 0.4 -0.4 -0.7
C -1.4400 3.2053 4.0130 0.8 -0.1 0.1
C -2.7105 1.3942 3.0720 0.4 0.7 0.8
C 0.8561 -2.8753 1.3101 0.2 -0.9 -0.1
C -1.5254 2.1566 3.0839 -0.3 0.4 -0.5
N 0.4015 0.7901 2.7855 -0.2 0.2 1.1
C 0.4962 2.9964 1.6462 0.0 -0.5 0.4
C 2.1159 -0.0165 -5.0330 -0.4 0.0 0.4
C 0.7586 -0.7847 -1.6823 0.1 1.0 -0.1
C -0.3733 1.8042 2.0924 -0.9 1.2 0.5
C 1.3568 -0.9696 -5.9163 -1.0 -0.1 -1.0
C 0.8517 -2.2400 -5.2613 0.8 -0.8 0.6
C 0.2541 -1.9708 -3.8792 1.5 -0.1 0.1
C 1.2595 -1.0974 -3.0788 -1.0 -0.4 -1.4
H 0.9042 -3.3898 3.4407 0.1 -0.2 -0.5
H -4.4094 2.9026 5.6254 0.2 -0.2 -0.4
H -2.3786 4.2679 5.6010 0.0 -0.1 0.2
H -4.5980 0.9989 4.0214 -0.2 -0.1 -0.2
H -0.5395 3.8548 4.0779 -0.7 -0.6 -0.2
H -2.8452 0.6008 2.3681 0.1 -0.4 -0.4
H 0.2107 0.7201 3.7913 0.3 0.3 -0.6
H 1.1565 2.6861 0.8239 0.1 -0.1 0.5
H 1.0658 3.3996 2.5045 -0.1 -0.1 -0.6
H -0.1364 3.7601 1.2221 -0.3 0.4 0.0
H 3.1002 -0.3995 -4.7894 0.5 -0.1 -0.1
H 2.2184 0.9532 -5.5657 -0.1 -0.4 0.8
H 1.5108 -0.0921 -1.2763 -0.3 -0.4 0.5
H -0.2106 -0.2509 -1.6895 0.5 -0.3 -0.2
H -0.8510 1.4345 1.1807 0.2 -0.5 0.3
H 1.9593 -1.2283 -6.7873 0.1 0.1 -0.1
H 0.4530 -0.4702 -6.3026 0.3 0.2 0.0
H 1.7053 -2.9615 -5.1613 -0.6 0.5 0.1
H 0.1053 -2.7541 -5.8692 0.1 0.1 -0.2
H -0.6686 -1.4162 -3.9590 -0.4 0.1 0.0
H 0.1053 -2.9381 -3.3879 -0.2 0.3 0.2
H 2.2327 -1.6122 -3.0622 -0.1 0.0 0.3

=====

No. 5
43
Properties=species:S:1:pos:R:3:forces:R:3 method="wB97M-V/def2-TZVPD" charge=+1 de_lowest_kj_mol=194.4 homo_lumo_gap_ev=7.60
C 2.5290 3.9808 -3.7846 -0.2 -0.6 0.3
C 2.0310 4.2266 -2.4994 0.0 -0.1 0.1
C 1.6194 3.1742 -1.6815 0.0 -0.5 -0.1
C 1.6894 1.8291 -2.1213 0.6 1.3 -1.1
C 1.2134 0.7318 -1.3139 -0.8 -1.2 -0.4
O 1.3059 -0.4781 -1.9152 0.1 0.3 0.5
C 1.1050 -1.6353 -1.1888 -1.0 0.3 -0.8
C 0.4295 -1.6416 0.0347 1.5 0.4 0.7
C 0.5146 -2.8485 0.7774 -0.3 -0.1 -0.7
C 1.0033 -4.0037 0.1710 -0.4 0.0 0.7
C 1.4837 -3.9946 -1.1392 -0.1 0.3 -0.4
C 1.5241 -2.7956 -1.8314 -0.1 -0.3 0.1
C 0.1418 -0.3273 0.6663 4.4 -1.5 0.4
C 0.6630 0.8314 -0.0781 -1.0 -0.3 1.3
C 2.2145 1.5973 -3.4114 0.1 0.0 0.0
C 2.6225 2.6523 -4.2267 0.0 0.3 0.1
H 2.8424 4.8061 -4.4270 -0.1 -0.3 0.2
H 1.9667 5.2510 -2.1271 0.0 -0.3 -0.1
H 1.2417 3.3645 -0.6785 0.1 0.2 -0.3
H 0.1710 -2.8635 1.8111 0.0 -0.1 -0.3
H 0.9483 -4.9490 0.7098 0.2 0.3 0.0
H 1.8061 -4.9154 -1.6352 -0.1 0.4 0.3
H 1.8044 -2.7412 -2.8782 0.3 0.0 0.2
H 0.4005 -0.3383 1.7405 -0.6 0.2 -0.6
H 0.6340 1.8054 0.3999 0.0 -0.3 0.0
H 2.3187 0.5809 -3.7877 -0.1 0.3 0.1
H 3.0257 2.4447 -5.2202 -0.2 0.0 0.3
C -3.9439 -0.1323 2.2835 -0.3 0.2 -0.1
C -2.4238 -0.2426 2.3855 0.5 0.0 -0.1
C -1.8440 1.0342 2.9997 0.0 0.0 -0.1
C -2.0451 -1.4673 3.2118 0.1 0.1 -0.1
N -1.8866 -0.3900 1.0029 0.3 1.1 -0.5
H -4.4090 -1.0348 1.8819 0.1 0.0 -0.1
H -4.3608 0.0188 3.2798 0.1 -0.1 0.1
H -4.2600 0.7222 1.6803 0.2 -0.1 0.0
H -0.7465 0.9816 3.0655 -0.3 0.1 0.1
H -2.1345 1.9152 2.4089 0.1 -0.2 0.1
H -2.2476 1.1593 4.0118 0.2 0.0 -0.2
H -0.9539 -1.5760 3.2215 -0.2 0.0 0.3
H -2.4272 -1.3514 4.2300 0.2 -0.2 -0.1
H -2.4800 -2.3635 2.7552 0.1 0.0 0.2
H -1.0709 0.2775 0.6775 -3.6 -0.3 0.0
H -2.0159 -1.2950 0.5387 0.3 0.7 0.1

=====

No. 6
69
Properties=species:S:1:pos:R:3:forces:R:3 method="wB97M-V/def2-TZVPD" charge=+1 de_lowest_kj_mol=0.0 homo_lumo_gap_ev=3.21
C 0.2830 0.0483 1.8061 -0.9 0.6 -1.0
B 0.5646 -1.4087 2.0023 0.5 0.3 0.0
O -0.1255 -1.9811 3.1483 0.6 -0.2 -0.5
C 1.3950 -2.5008 1.1917 0.0 -0.7 -1.0
O 1.4816 -2.5702 -0.2674 0.7 0.4 0.5
C 2.7283 -3.0814 -0.5764 -0.7 0.8 -0.4
O 3.3186 -2.9371 -1.5837 -0.6 -0.6 -0.1
O 3.2412 -3.6600 0.5724 -0.8 -1.8 -2.9
C 2.8319 -2.8567 1.5446 -1.0 -0.3 4.0
C 3.9943 -1.9301 1.7694 -0.9 1.1 0.7
C 4.2246 -0.6481 1.0094 1.3 0.4 0.4
O 5.2246 -0.0362 1.3622 -0.4 -0.3 -0.1
O 3.3854 -0.3837 0.0522 -0.4 0.2 0.7
H 0.1127 0.3619 0.7042 1.0 -0.1 1.5
H -0.6340 0.3897 2.3119 0.2 0.1 0.5
H 1.0965 0.6008 2.2975 0.0 0.3 -0.2
H -0.9681 -2.2173 2.7873 -0.1 -1.3 1.0
H 0.8712 -3.4272 1.4703 0.0 -0.1 0.0
H 2.7106 -3.4606 2.4544 0.4 0.1 0.2
H 4.0885 -1.6465 2.8372 -0.5 0.4 0.2
H 4.8317 -2.5542 1.4346 -1.1 -0.5 -1.8
H 3.3154 0.5677 -0.1571 0.3 -0.1 -0.4
Ca -2.4929 -1.4814 1.6109 -1.0 1.9 -1.6
O -5.3281 -2.7082 0.7923 0.8 0.1 0.2
C -5.8667 -1.7883 0.2143 0.0 -0.1 0.3
O -5.2573 -0.5949 0.1806 0.2 0.1 0.0
C -6.1262 0.3888 -0.4712 -0.3 0.3 -0.3
C -7.0745 -0.4537 -1.3173 0.2 -0.2 0.4
C -7.1934 -1.7428 -0.4864 0.2 0.4 -0.4
H -6.6392 0.9551 0.3047 0.0 -0.1 0.1
H -5.5166 1.0720 -1.0537 0.2 -0.1 0.1
H -8.0217 0.0368 -1.5092 0.0 0.0 0.1
H -6.6120 -0.6814 -2.2754 0.0 0.0 0.0
H -7.9823 -1.6821 0.2657 0.0 -0.1 0.0
H -7.3350 -2.6304 -1.0963 -0.1 -0.1 0.2
B -0.5458 4.6924 4.1202 0.1 0.3 0.0
O -1.1955 3.4188 4.6123 0.1 0.1 -0.1
C -1.3882 2.6311 3.6093 0.0 0.0 -0.2
O -1.8755 1.5188 3.6453 -0.3 -0.6 -0.1
C -0.8799 3.3189 2.3139 -0.1 0.0 0.0
O -0.9285 2.8193 1.2224 0.0 -0.1 0.1
O -0.4049 4.4903 2.6465 -0.1 -0.2 0.2
O -1.3601 5.8495 4.4286 0.0 -0.1 0.0
C -0.6534 6.7015 5.1810 0.1 0.0 0.0
O -1.0293 7.7467 5.6046 0.0 0.0 0.0
C 0.7507 6.0603 5.3980 -0.1 0.1 0.0
O 1.6578 6.5165 6.0184 0.0 0.0 0.0
O 0.7477 4.8876 4.7544 -0.1 -0.1 0.0
C 5.7741 -1.3004 -3.4972 0.2 -0.1 0.2
C 6.7158 -0.1461 -3.8320 -0.2 0.1 -0.1
C 6.9541 -0.3822 -5.3208 0.0 -0.1 0.0
O 5.7639 -0.9881 -5.8293 0.0 0.0 0.0
C 4.9224 -1.4036 -4.7511 0.0 0.2 0.0
H 5.1823 -1.1329 -2.5981 0.0 0.0 0.0
H 6.3613 -2.2097 -3.3534 -0.1 -0.1 0.0
H 6.2074 0.8089 -3.6785 0.0 0.0 0.0
H 7.6348 -0.1374 -3.2478 0.0 -0.1 0.0
H 7.7896 -1.0716 -5.4834 0.0 0.0 0.0
H 7.1533 0.5370 -5.8717 0.0 0.0 0.0
H 4.0600 -0.7297 -4.7004 0.0 0.0 0.0
H 4.5592 -2.4133 -4.9412 0.0 0.0 0.0
Cl 5.7773 -3.8876 -0.0042 1.9 0.8 2.1
C -10.0524 0.5753 -4.2383 0.0 0.0 0.0
Cl -8.2805 0.4605 -4.2468 -0.1 0.1 -0.2
Cl -10.5375 2.1345 -4.8804 0.0 0.1 0.0
Cl -10.7218 -0.7170 -5.2231 0.0 -0.1 0.0
Cl -10.6389 0.4129 -2.5730 0.0 0.0 0.0
Mg 5.9709 -2.4793 2.6209 1.7 -0.4 -1.4
Br -0.0164 0.0598 -1.2352 -1.1 -0.6 -0.7